# 1
ORCA calculation (the ωB97M-V functional and the def2-TZVPD basis) on a 3-piece molecular cluster, C28H54BF9N4O6PS2 overall at a distorted geometry.

```
105
Properties=species:S:1:pos:R:3:forces:R:3
N -2.433834 0.161884 4.762497 0.37 -0.52 0.04
C -2.311950 0.367976 3.325037 0.44 0.63 -0.33
P -3.731163 1.337329 2.535043 -0.89 -1.02 0.43
C -4.809048 -0.226956 2.222838 0.20 0.36 -0.31
C -6.281728 0.159844 2.120290 -0.35 -0.34 0.07
C -7.249842 -0.946151 2.597701 0.43 -0.14 -0.22
C -8.537065 -1.073782 1.775627 -0.17 -0.11 0.50
C -9.660847 -0.113532 2.188719 0.84 -0.57 -0.34
F -9.148168 1.020350 2.704670 -0.21 0.11 -0.06
F -10.408791 0.196931 1.095914 -0.18 0.18 0.17
C -10.597865 -0.808318 3.221115 -0.27 0.01 -0.01
F -9.875055 -1.454049 4.141910 0.11 0.19 0.01
F -11.326592 -1.726316 2.570449 0.02 0.04 0.02
S -11.794774 0.328689 4.179613 -0.33 -0.15 0.19
F -13.079853 -0.299463 3.478063 0.07 0.07 -0.03
F -11.738081 1.432107 3.049015 0.08 0.04 0.04
F -10.565533 0.974076 4.935597 0.04 0.04 -0.08
F -11.933717 -0.762124 5.337593 0.01 0.03 -0.09
F -12.757326 1.275679 5.009032 0.04 -0.05 -0.03
O -2.920685 1.364304 0.963153 -0.37 0.29 0.29
C -3.044150 2.668954 0.483229 0.42 0.00 -0.72
C -2.975561 3.673368 1.692875 1.75 -0.58 0.26
N -4.119750 4.676390 1.675726 -0.29 -0.09 0.77
C -4.883219 4.744416 2.606171 -0.41 -0.33 -0.67
S -6.028581 4.701054 3.691904 0.27 0.29 0.03
B -1.684831 4.624078 1.608908 -0.25 0.17 -0.27
O -1.277677 5.089669 0.352790 0.00 0.56 0.49
O -0.970993 5.025200 2.721438 -0.09 -0.08 -0.23
O -2.879650 2.904760 2.828722 -0.50 0.51 -0.31
H -2.515927 1.052331 5.234325 -0.23 0.02 -0.03
H -3.244742 -0.402277 4.982618 -0.16 0.22 0.03
H -2.167706 -0.585947 2.811920 -0.13 -0.07 0.07
H -1.399360 0.943946 3.154239 -0.01 -0.06 -0.04
H -4.380864 1.426994 3.837804 -0.01 0.30 -0.09
H -4.772487 2.119222 1.893651 -0.09 0.03 0.23
H -4.661169 -0.968509 3.016811 0.07 0.11 0.08
H -4.489666 -0.681623 1.278326 0.04 -0.13 0.09
H -6.514580 0.374586 1.072731 0.00 0.18 0.03
H -6.490672 1.071426 2.688210 0.13 0.07 -0.05
H -7.460923 -0.835389 3.662869 -0.09 0.05 -0.01
H -6.726792 -1.903008 2.510508 -0.07 -0.02 -0.06
H -8.926795 -2.089817 1.869643 -0.07 0.02 -0.11
H -8.323491 -0.912582 0.719590 -0.08 0.16 -0.01
H -2.192796 2.831859 -0.187747 0.03 0.18 0.10
H -3.929286 2.846409 -0.143681 -0.23 -0.10 0.28
H -1.969711 5.639527 -0.030350 -0.10 -0.39 -0.32
H -1.342800 5.821443 3.110898 0.11 -0.08 0.17
C 4.176055 1.073379 -2.219736 0.10 0.08 -0.07
C 2.916810 0.950159 -1.336514 0.98 -0.44 -0.53
C 1.689227 0.685908 -2.211250 -0.34 0.15 -0.05
C 1.249096 1.912116 -3.011340 0.08 0.04 0.06
C 1.040109 3.117495 -2.094422 -0.24 -0.40 -0.08
C 2.241465 3.416708 -1.194432 0.65 0.96 -0.47
N 2.704224 2.174096 -0.503760 -1.64 -0.42 0.04
O 1.943356 1.907636 0.505391 0.53 0.12 0.22
C 3.385354 4.040091 -2.012938 0.05 -0.11 -0.12
C 1.841229 4.459933 -0.158283 -0.02 -0.14 0.32
C 3.169846 -0.241185 -0.417479 -0.24 -0.06 0.29
H 4.594181 0.084015 -2.409757 -0.07 -0.04 0.05
H 3.982419 1.512706 -3.196915 -0.02 0.08 0.05
H 4.951001 1.659862 -1.724553 -0.03 0.01 0.02
H 0.857822 0.360826 -1.578194 0.06 0.05 0.10
H 1.911556 -0.143294 -2.888616 0.08 -0.02 0.04
H 1.981405 2.147538 -3.789855 0.03 -0.01 0.02
H 0.315885 1.687568 -3.532165 0.00 0.00 0.00
H 0.812818 4.005965 -2.688628 0.05 0.06 0.05
H 0.163071 2.931896 -1.467386 0.07 0.00 0.10
H 4.279458 4.150379 -1.397183 0.00 -0.02 0.01
H 3.086103 5.033083 -2.350835 -0.07 0.01 0.08
H 3.649027 3.476828 -2.904416 0.01 -0.03 0.04
H 0.962819 4.157803 0.397387 0.05 -0.04 0.06
H 1.600498 5.399426 -0.656179 0.01 -0.04 -0.10
H 2.651014 4.645789 0.550334 0.03 -0.05 -0.03
H 4.049856 -0.068686 0.205291 0.00 0.02 0.00
H 3.349229 -1.129606 -1.025049 0.05 0.06 -0.09
H 2.323361 -0.447346 0.233678 0.01 0.11 0.02
C 5.818640 -5.690286 -2.632735 0.07 -0.03 0.13
C 6.140313 -4.370073 -3.364634 -0.67 -1.00 0.18
C 7.272005 -4.590631 -4.370293 0.34 0.15 -0.06
C 8.635463 -4.785575 -3.706970 -0.07 0.03 0.08
C 8.947060 -3.636905 -2.747216 0.01 -0.05 -0.43
C 7.840112 -3.380678 -1.721888 0.27 -0.47 1.10
N 6.511508 -3.287712 -2.400911 0.90 0.73 -1.31
O 6.366614 -2.126017 -2.945249 -0.40 0.00 0.38
C 7.833933 -4.485196 -0.651629 -0.05 -0.15 -0.07
C 8.119348 -2.079451 -0.975929 -0.08 0.28 -0.15
C 4.859155 -3.971934 -4.091148 -0.02 0.34 -0.13
H 5.106568 -6.272139 -3.217550 0.00 0.07 -0.07
H 6.687820 -6.328868 -2.487558 0.02 0.05 0.05
H 5.361675 -5.501424 -1.661338 0.00 0.02 -0.01
H 7.327272 -3.730127 -5.044515 -0.07 0.06 0.08
H 7.029305 -5.457958 -4.989254 -0.08 -0.01 0.03
H 8.674135 -5.742027 -3.178547 -0.04 0.00 0.01
H 9.408305 -4.835223 -4.476727 0.01 -0.01 0.01
H 9.880968 -3.836934 -2.216614 -0.03 0.03 0.08
H 9.110214 -2.727036 -3.333306 -0.11 0.05 0.04
H 6.976676 -4.369242 0.012461 -0.01 0.00 -0.01
H 8.738319 -4.408143 -0.047428 0.01 0.10 -0.02
H 7.820352 -5.492355 -1.058451 -0.04 0.02 -0.02
H 8.250533 -1.238434 -1.653104 -0.09 -0.03 -0.03
H 9.037548 -2.188715 -0.397752 0.00 -0.09 0.00
H 7.307598 -1.840560 -0.287668 -0.02 -0.02 -0.02
H 4.043223 -3.820034 -3.382699 0.02 0.00 0.01
H 4.573527 -4.770240 -4.776844 0.05 -0.08 0.06
H 4.979627 -3.062137 -4.674685 0.04 0.04 0.09
```
Positions in Å, forces in eV/Å.

LUMO (alpha / beta) = 1.8 / 1.4 eV
2S+1 = 3
calculated total energy = -104248.0114 eV
total charge = -1
HOMO level (alpha / beta) = -4.2095 / -4.2095 eV
HOMO-LUMO gap (alpha / beta) = 5.996 / 5.655 eV
<S²> = 2.008
relative energy (zero: lowest compared OMol25 entry of this formula, charge and spin) = 0.0 kcal/mol

These are the Mulliken partial charges, in e, on atoms 1 to 2: -0.70 -1.00

# 2
ORCA calculation (the ωB97M-V functional and the def2-TZVPD basis) on a 7-piece molecular cluster, C27H59BO12 overall.

```
99
Properties=species:S:1:pos:R:3:forces:R:3
C 0.937239 3.474352 0.600540 -0.17 -0.01 -0.08
C 0.740139 1.939139 0.716277 0.34 0.20 0.29
B 2.056845 1.224262 1.162503 -0.20 -0.33 -0.24
O 2.072150 0.343627 2.237188 -0.02 0.54 0.13
C 3.398869 1.522803 0.373500 0.21 0.02 0.19
C 4.622393 1.551087 0.921747 -0.38 -0.10 -0.07
O 4.876050 1.307282 2.244496 -0.12 -0.14 -0.16
C 5.807600 1.889776 0.070460 0.49 -0.22 0.06
O 6.915934 1.454047 0.304457 -0.42 0.33 0.05
C 5.513823 2.759160 -1.090424 -0.39 0.18 -0.36
C 4.303875 2.761811 -1.666858 0.26 0.04 0.23
C 3.961365 3.664397 -2.826189 0.07 -0.34 -0.18
O 3.138165 3.057607 -3.801185 -0.15 0.32 0.06
O 1.785279 3.357260 -3.417302 0.07 -0.11 -0.20
C 3.307784 1.795660 -1.092660 -0.07 -0.41 -0.02
O 2.515699 1.167830 -1.776555 0.16 0.47 0.22
H 0.740936 3.807940 -0.416982 0.02 0.11 0.00
H 0.231031 3.975945 1.261801 0.00 0.09 -0.05
H 1.930097 3.830211 0.888962 0.07 -0.10 -0.01
H -0.013314 1.729729 1.470842 -0.24 -0.13 -0.12
H 0.411241 1.557604 -0.250232 -0.13 -0.05 -0.02
H 2.404015 0.781341 3.031253 0.19 -0.33 0.04
H 5.048202 0.364314 2.366918 0.08 0.06 0.05
H 6.325244 3.381272 -1.450950 0.06 -0.16 -0.11
H 4.879774 3.933011 -3.351075 0.01 0.07 0.04
H 3.471185 4.571900 -2.470668 0.03 0.04 0.05
H 1.438833 2.462769 -3.278002 0.08 -0.03 0.15
C -3.418614 2.599756 -0.641072 0.05 0.01 0.02
C -2.612459 3.863954 -0.900190 -0.17 -0.15 -0.10
C -3.463010 4.977468 -1.488276 0.07 0.05 -0.02
O -1.505713 3.570715 -1.753198 0.15 0.02 0.06
H -3.830943 2.214768 -1.578261 -0.05 0.04 -0.01
H -2.779896 1.826723 -0.217133 0.02 -0.01 0.03
H -4.246548 2.785135 0.045845 0.00 0.01 -0.01
H -2.165178 4.203738 0.035945 0.07 0.00 -0.01
H -3.882426 4.666134 -2.449106 -0.04 -0.03 0.02
H -2.860062 5.868937 -1.660128 0.01 0.00 0.02
H -4.288238 5.236720 -0.823908 -0.01 -0.01 0.00
H -1.851977 3.265034 -2.598378 -0.03 0.02 -0.03
C -1.123200 -1.096265 -2.275496 0.01 -0.02 -0.11
C 0.019967 -1.917471 -1.696662 -0.02 0.21 0.01
C 0.175507 -1.676644 -0.208001 0.15 0.01 0.07
O 1.241915 -1.613961 -2.370175 -0.04 -0.04 -0.15
H -0.929931 -0.029041 -2.127376 -0.01 0.01 0.06
H -1.222255 -1.274114 -3.347204 0.00 -0.01 0.01
H -2.070685 -1.341101 -1.792705 -0.01 0.01 0.02
H -0.160949 -2.976638 -1.887596 0.04 -0.03 -0.02
H 0.411118 -0.621050 -0.046214 -0.12 -0.03 0.06
H 0.993299 -2.268862 0.199608 -0.04 -0.07 -0.01
H -0.733382 -1.919695 0.344227 -0.01 0.01 -0.01
H 1.455600 -0.687018 -2.192748 0.10 -0.05 0.06
C 3.210520 -3.025918 2.375825 -0.07 0.07 -0.09
C 2.156810 -4.030597 2.816930 0.24 -0.06 -0.07
C 2.770757 -5.208215 3.558175 -0.09 -0.04 0.01
O 1.406430 -4.481742 1.689339 -0.07 0.01 0.10
H 3.912739 -3.500067 1.683453 0.04 -0.03 0.05
H 2.741892 -2.188238 1.860341 0.01 0.03 0.04
H 3.774414 -2.637718 3.226303 0.00 -0.03 0.02
H 1.430445 -3.534866 3.462874 -0.06 0.01 -0.03
H 3.469725 -5.740674 2.907292 0.04 0.03 0.01
H 1.997583 -5.912517 3.865102 -0.01 0.01 0.01
H 3.314501 -4.878958 4.444723 0.01 0.01 0.00
H 2.020181 -4.920884 1.090442 -0.02 -0.01 -0.04
C -3.626400 0.893990 4.228493 -0.02 0.12 0.04
C -2.787578 1.153001 2.988197 -0.04 -0.22 0.10
C -2.776752 -0.047119 2.054179 0.16 0.09 -0.08
O -1.456773 1.524538 3.359835 -0.03 0.08 -0.04
H -3.211004 0.054424 4.793828 -0.02 -0.04 -0.03
H -3.624413 1.768943 4.879568 0.00 0.00 -0.02
H -4.653926 0.645293 3.964687 0.00 -0.05 -0.01
H -3.184680 2.021169 2.458731 0.05 0.05 -0.01
H -2.337622 -0.912974 2.559527 -0.06 -0.02 0.04
H -2.167698 0.156099 1.171958 0.02 0.02 0.02
H -3.784564 -0.312893 1.738977 -0.03 -0.03 0.04
H -1.067764 0.776050 3.826166 0.03 -0.01 -0.03
C -7.813980 -2.212545 3.772563 0.04 0.08 0.04
C -6.952981 -1.961716 2.544675 -0.05 -0.19 0.06
C -6.964613 -3.148112 1.593800 0.08 0.04 -0.05
O -5.615174 -1.636417 2.926073 -0.09 0.07 -0.05
H -7.433314 -3.072000 4.331385 -0.02 -0.04 -0.03
H -7.796075 -1.348092 4.436245 -0.01 0.01 -0.02
H -8.848572 -2.417789 3.495495 0.00 -0.01 -0.01
H -7.317466 -1.075774 2.022171 0.03 0.04 0.00
H -6.559580 -4.034174 2.090437 -0.04 -0.01 0.02
H -6.347010 -2.944125 0.719178 -0.01 0.02 0.00
H -7.976977 -3.377892 1.259719 -0.01 0.00 0.01
H -5.249665 -2.395182 3.393932 0.03 -0.01 0.01
C 4.066093 -2.766625 -4.800132 0.03 -0.07 -0.08
C 3.720839 -1.657669 -5.782563 -0.04 0.03 0.20
C 3.609280 -0.306814 -5.093159 -0.02 0.08 -0.08
O 2.511845 -1.964185 -6.476991 0.04 0.00 -0.04
H 3.285332 -2.853610 -4.042683 -0.04 0.05 0.08
H 4.146461 -3.722956 -5.318921 0.01 0.02 -0.01
H 5.011895 -2.564466 -4.293936 0.00 0.01 0.00
H 4.489406 -1.608230 -6.556103 -0.04 -0.01 -0.07
H 2.805951 -0.326236 -4.353738 0.01 -0.05 0.08
H 3.378897 0.480318 -5.811810 0.03 -0.02 -0.02
H 4.536351 -0.046290 -4.579548 0.01 0.00 0.02
H 1.813839 -2.022901 -5.814691 -0.03 0.00 0.01
```
Positions in Å, forces in eV/Å.

SMILES = CCB(O)C1=C(O)C(=O)C=C(COO)C1=O.CC(C)O.CC(C)O.CC(C)O.CC(C)O.CC(C)O.CC(C)O
LUMO = -1.3 eV
2S+1 = 1
calculated total energy = -54199.3133 eV
total charge = 0
HOMO level = -9.7541 eV
HOMO-LUMO gap = 8.433 eV

These are the Mulliken partial charges, in e, on atoms 1 to 2: -1.72 0.87

# 3
ORCA calculation (the ωB97M-V functional and the def2-TZVPD basis) on one molecule with the formula C14H14Cl2O4 at a distorted geometry.

```
34
Properties=species:S:1:pos:R:3:forces:R:3
C -4.605136 -2.637927 0.865935 -2.35 -0.64 0.37
C -3.504281 -1.698207 0.949077 0.67 -0.40 0.30
C -2.943610 -1.118327 -0.094907 -0.80 -0.48 0.04
Cl -3.817549 -1.240726 -1.663434 1.17 0.17 0.83
C -1.755346 -0.306875 0.092190 -0.17 4.14 -0.90
C -1.878337 1.069239 -0.157556 -0.76 -3.52 1.61
Cl -3.378890 1.817669 -0.351544 -0.34 0.19 -0.45
C -0.754970 1.917002 -0.003502 4.12 2.24 -1.18
O -0.700126 3.083504 -0.368002 -1.31 -0.32 0.43
C 0.617247 1.337326 0.311779 -1.55 0.29 1.40
C 1.702795 2.259637 0.816701 1.61 0.35 0.30
C 1.763855 1.671070 -0.595648 -0.69 1.52 0.49
C 2.479223 0.344647 -0.758829 0.17 0.59 1.40
C 1.916018 -0.314515 -1.963153 -0.35 -1.96 -0.69
C 3.985524 0.494960 -0.805834 0.36 -1.97 2.01
O 2.113093 -0.401364 0.509363 -0.23 -0.42 -4.33
C 0.765732 -0.068002 0.868809 2.68 2.63 0.73
O 1.047364 0.005287 2.213602 -2.92 0.73 2.51
C -0.466011 -0.881993 0.576088 0.21 -4.06 -2.10
O -0.377318 -2.113454 0.505498 0.03 1.70 0.75
H -5.500449 -2.095817 0.398008 1.15 -1.35 0.06
H -4.973571 -2.913230 1.896324 0.55 0.02 -1.09
H -4.198118 -3.554252 0.330389 -1.17 0.99 0.40
H -3.085837 -1.644795 1.941582 0.67 0.47 -0.03
H 1.609132 3.332466 1.039430 -0.85 -0.46 -0.99
H 2.432240 1.936767 1.608532 -0.99 -0.61 -1.12
H 1.487621 2.372644 -1.457094 0.73 -1.31 1.17
H 0.833058 -0.105835 -2.082226 0.48 -0.21 0.15
H 2.411064 0.052976 -2.892641 -0.21 -0.54 0.66
H 2.047576 -1.435902 -1.769456 -0.12 1.41 -0.90
H 4.453196 -0.435032 -1.191604 -0.20 0.58 0.08
H 4.423972 0.657318 0.225991 -0.65 0.00 -1.13
H 4.213127 1.315374 -1.417491 0.53 1.08 -0.95
H 1.637713 -0.701631 2.423621 0.54 -0.86 0.18
```
Positions in Å, forces in eV/Å.

SMILES = C/C=C(\Cl)C1=C(Cl)C(=O)[C@]23C[C@H]2C(C)(C)O[C@]3(O)C1=O
LUMO = -1.5 eV
2S+1 = 1
calculated total energy = -47976.1664 eV
total charge = 0
HOMO level = -9.4936 eV
HOMO-LUMO gap = 7.945 eV
relative energy (zero: lowest compared OMol25 entry of this formula, charge and spin) = 38.6 kcal/mol

These are the Mulliken partial charges, in e, on atoms 1 to 2: -1.26 0.09